# 1
The following is a quantum chemistry calculation of a molecular structure, C29H45AsF3IO8PS at a distorted geometry, from OMol25.

The geometry in XYZ format:
```
89
Properties=species:S:1:pos:R:3:forces:R:3
C -2.704134 4.255621 1.724351 -1.18 0.22 0.36
C -3.466199 4.488216 0.422753 0.98 0.41 -0.28
C -2.714617 4.119427 -0.881615 -1.22 0.50 0.22
C -2.518892 2.628232 -1.226547 -0.06 -0.12 1.06
C -3.494679 1.758248 -0.415857 -0.94 0.87 -0.70
As -0.541208 1.919616 -1.440304 0.66 0.92 -1.94
S 0.216481 3.428842 0.245910 0.35 0.97 1.24
C -0.351109 3.433478 -2.811256 0.12 0.17 -0.85
C 0.702862 3.419434 -3.930357 0.34 -0.27 0.44
C 0.895119 2.191361 -4.840664 0.18 0.65 -0.65
C 0.125503 2.371352 -6.137611 0.00 -0.05 -0.03
O 0.543388 1.459721 -7.159556 -0.09 -0.34 0.41
C 1.390159 1.281244 -1.677517 1.12 0.25 0.57
C 2.358564 1.447583 -0.485395 0.66 -1.81 -0.70
C 3.535433 0.488854 -0.783287 -0.05 0.89 -0.49
O 4.626997 0.680272 0.104377 -0.31 -0.56 0.14
C 4.458138 -0.047095 1.319259 0.21 0.37 -0.38
C -1.305687 0.612875 -2.822539 -0.21 -0.76 0.45
C -0.869195 -0.839674 -2.919526 -0.71 -0.80 -0.73
O -1.779300 -1.672616 -2.156737 0.36 0.50 0.10
C -2.053631 -2.872330 -2.792190 -0.45 0.29 -0.13
C -2.851879 -3.697112 -1.812375 1.71 1.21 0.06
F -2.221754 -3.747815 -0.647615 0.67 -0.41 1.06
F -4.006905 -3.137555 -1.559291 -1.84 0.35 -0.03
F -3.019165 -4.931975 -2.224663 -0.54 -1.40 -0.64
P -0.962536 0.320877 0.336421 -0.98 -0.65 1.03
O -0.545055 1.073751 1.772339 -0.17 0.05 -0.20
I 0.564680 -1.619300 0.411216 0.39 -0.30 0.05
H -1.913360 4.984518 1.835054 0.48 -0.23 -0.10
H -2.355586 3.238945 1.853379 0.42 -0.04 -0.11
H -3.395605 4.447559 2.551677 -0.05 -0.02 0.13
H -4.473483 4.091797 0.428344 -0.14 -0.43 0.14
H -3.606606 5.568642 0.343463 -0.13 0.16 0.05
H -1.856697 4.780705 -0.926812 0.50 -0.48 -0.03
H -3.396437 4.539054 -1.633853 0.07 -0.15 -0.34
H -2.893327 2.524940 -2.239012 0.42 -0.13 -0.41
H -4.491662 2.174955 -0.621635 -0.13 0.03 0.06
H -3.579015 0.744899 -0.778881 0.41 -0.41 0.19
H -3.404580 1.817914 0.661162 0.33 -0.30 0.15
H 1.137200 4.225280 -0.333177 -0.17 -0.27 -0.28
H -0.131910 4.325730 -2.241745 0.04 0.14 0.32
H -1.309577 3.677223 -3.275297 -0.30 -0.43 0.03
H 0.509952 4.270327 -4.584971 -0.13 0.13 -0.14
H 1.675406 3.663585 -3.505447 0.11 -0.11 0.24
H 1.940889 2.177532 -5.154564 0.23 -0.06 0.10
H 0.701050 1.223565 -4.387870 -0.18 0.03 0.22
H -0.953476 2.323534 -5.963214 -0.11 -0.26 -0.09
H 0.327307 3.361969 -6.533089 0.04 0.24 -0.02
H 0.996004 0.744035 -6.694036 -0.13 0.04 -0.28
H 1.484079 0.224108 -1.940811 -0.61 -0.06 -0.11
H 1.953336 1.796609 -2.460514 -0.62 0.16 -0.37
H 2.841991 2.414279 -0.466700 -0.42 0.41 0.47
H 1.951337 1.105378 0.461730 -0.26 0.62 0.23
H 3.210599 -0.552063 -0.833444 0.02 -0.14 0.26
H 3.901246 0.745098 -1.779913 0.24 -0.03 -0.08
H 5.258558 -0.779449 1.388899 0.16 -0.01 0.27
H 3.516441 -0.587495 1.360960 -0.23 -0.01 -0.09
H 4.475831 0.666075 2.143272 0.15 -0.10 0.24
H -1.299088 1.041431 -3.818377 0.40 0.37 -0.09
H -2.371458 0.501756 -2.635864 -0.18 0.15 0.27
H 0.145029 -1.146726 -2.661243 0.09 0.42 0.25
H -1.023331 -1.162022 -3.957777 0.21 0.12 -0.20
H -1.159029 -3.414107 -3.105717 0.06 -0.14 0.03
H -2.723663 -2.694943 -3.645221 0.21 -0.19 -0.27
H -1.278627 0.967736 2.392533 0.18 -0.14 -0.08
C 6.864163 -1.185811 4.703092 0.06 0.03 0.04
C 7.169186 -0.622790 5.868822 0.01 -0.02 -0.06
C 6.206132 -0.618708 6.997682 -0.01 0.04 0.05
O 6.484809 -0.103854 8.060705 0.01 -0.03 -0.02
C 4.890411 -1.267249 6.776702 -0.02 -0.03 -0.04
C 4.584058 -1.830717 5.611233 -0.03 0.02 0.08
C 5.547751 -1.836137 4.482016 -0.06 0.00 -0.07
O 5.270733 -2.350099 3.421780 0.06 -0.08 0.05
H 7.551773 -1.198171 3.866977 -0.04 -0.01 -0.03
H 8.123447 -0.144546 6.049646 -0.02 0.02 0.04
H 4.202230 -1.253339 7.612189 0.03 0.03 0.02
H 3.629094 -2.307390 5.429774 0.01 0.00 -0.06
C -2.623618 -5.372180 1.998805 0.02 0.02 -0.01
C -3.909716 -5.082943 1.814607 0.02 -0.01 0.00
C -4.965057 -5.698470 2.654724 -0.02 0.07 -0.07
O -6.139259 -5.440659 2.489789 0.01 -0.04 0.03
C -4.532494 -6.648587 3.711266 0.02 -0.05 0.05
C -3.248208 -6.937638 3.896055 -0.05 -0.02 0.04
C -2.190993 -6.321081 3.053982 0.05 0.05 -0.04
O -1.020751 -6.587412 3.227232 -0.04 -0.04 0.03
H -1.841079 -4.931901 1.394954 0.02 0.01 0.03
H -4.242458 -4.391718 1.050547 -0.01 0.01 0.01
H -5.318118 -7.086504 4.314304 -0.03 0.02 -0.02
H -2.913157 -7.628003 4.660103 0.04 0.01 -0.01
```
Forces are in eV/Å.

Calculated values
F_max ... 2.25 eV/Å
Charge ... -1
ΔE to the lowest compared entry with this formula, charge and spin ... 0.00 kJ/mol
Lowest unoccupied orbital energy ... 0.06 eV
Electronic energy ... -5306.389518 hartree

Atomic partial charges in e from the Löwdin method, atoms 1 to 4: -0.14, -0.28, -0.27, -0.46



# 2
The following is a quantum chemistry calculation of a molecular structure, C34H91F6N5O14PPb at a distorted geometry, from OMol25.

The geometry in XYZ format:
```
152
Properties=species:S:1:pos:R:3:forces:R:3
Pb -1.258347 -0.866949 4.272979 -0.94 0.23 0.95
P 0.363545 -1.258211 1.045111 0.02 -0.08 0.82
F 0.943861 -2.420988 0.031675 -1.22 1.20 0.92
F 0.614015 -0.069365 -0.053597 -0.24 -0.92 0.27
F -1.226871 -1.437280 0.565029 1.99 -0.35 -0.20
F -0.181759 -0.121735 2.118276 0.58 1.03 -1.49
F 0.160917 -2.271727 2.286962 -0.50 -1.54 -1.01
F 1.866009 -1.075954 1.642481 0.17 0.58 -0.72
C -1.996638 -0.043478 -2.140430 1.59 -0.78 1.39
O -2.490561 0.118685 -3.393025 -1.24 1.71 -1.78
C -2.052702 -0.860954 -4.278958 -1.45 -1.20 -1.35
C -2.985714 -0.809984 -5.520357 0.23 0.36 0.55
N -4.356397 -1.021444 -5.103442 0.61 -0.68 -0.47
C -5.350624 -0.698645 -6.130028 -0.94 0.68 2.68
C -6.649745 -0.476770 -5.303890 0.47 0.74 -0.56
O -6.495723 0.707595 -4.481192 -0.01 -0.83 -0.67
C -7.653375 1.089687 -3.761400 0.83 -0.26 0.33
H -1.969789 0.844706 -1.509157 -0.48 0.18 -0.45
H -0.953692 -0.325336 -2.285015 0.37 -0.33 0.71
H -2.538675 -0.834053 -1.621503 0.11 -0.17 0.30
H -2.249788 -1.835070 -3.831345 0.41 -0.36 0.19
H -1.005860 -0.768339 -4.568170 0.19 0.17 0.14
H -2.765917 -1.542391 -6.297124 0.55 -0.06 0.13
H -2.877955 0.191443 -5.937061 0.16 0.31 -0.40
H -4.450192 -0.503728 -4.241312 -0.68 0.35 -0.18
H -5.539110 -1.518485 -6.823163 0.32 0.01 -0.09
H -5.127571 0.244948 -6.628000 0.12 0.03 -0.45
H -6.794243 -1.373479 -4.701284 -0.23 0.03 0.26
H -7.487193 -0.330799 -5.986152 -0.27 -0.02 0.01
H -7.936738 0.320322 -3.043151 -0.25 -0.32 -0.05
H -8.498681 1.339278 -4.402688 -0.03 0.08 -0.09
H -7.331162 1.934264 -3.152322 -0.26 0.25 -0.22
C -1.939703 -4.223317 3.501991 0.58 0.86 0.66
O -2.521254 -2.904788 3.604281 1.04 -1.55 -0.95
C -3.637785 -2.808357 2.745084 -0.03 0.72 0.85
C -4.061002 -1.351604 2.743400 -0.93 -0.30 -0.99
N -3.017889 -0.405855 2.385588 -0.18 0.92 0.85
C -3.504829 0.974264 2.519962 -1.23 0.23 -1.50
C -4.587358 1.298169 1.400086 1.24 -0.27 -0.70
O -4.063094 0.851930 0.093512 -0.54 0.54 1.25
C -4.827453 1.305190 -1.033510 -0.12 -0.27 0.89
H -2.675927 -4.909170 3.921125 0.25 -0.42 -0.23
H -1.008238 -4.202768 4.067716 -0.33 -0.05 0.45
H -1.557025 -4.476585 2.513300 -0.76 0.10 -0.42
H -4.358953 -3.452143 3.248621 -0.81 0.08 -0.56
H -3.451656 -3.152468 1.727720 0.36 -0.15 -0.02
H -4.496614 -1.082148 3.705552 0.21 0.09 0.11
H -4.838210 -1.266675 1.983898 -0.56 -0.18 0.07
H -2.738432 -0.465421 1.416851 0.18 -0.61 -0.12
H -2.671033 1.671151 2.434956 0.04 -0.04 0.00
H -4.008881 1.109105 3.476954 0.19 0.00 0.16
H -4.838668 2.354378 1.303368 0.33 0.26 0.30
H -5.521916 0.807614 1.672208 -0.13 -0.39 -0.33
H -4.929937 2.389335 -1.080724 0.45 0.27 0.09
H -5.854056 0.955072 -0.925765 -0.13 -0.41 -0.30
H -4.339125 0.927340 -1.931771 -0.23 0.03 0.09
C -0.867697 -3.471113 6.621979 -1.21 -0.23 1.08
O -0.184569 -2.682330 5.709302 0.87 0.00 0.28
C 1.164054 -2.569352 6.084686 1.74 0.18 0.06
C 1.949282 -1.848027 4.994286 -1.56 0.05 0.14
N 1.374753 -0.506928 4.718645 0.03 -1.41 1.61
C 1.404586 0.400142 5.902349 0.40 0.47 -2.19
C 0.765644 1.720440 5.432152 0.03 -1.13 0.92
O -0.633282 1.445775 5.196314 2.19 -0.61 0.27
C -1.470603 2.530204 5.259319 -0.70 0.90 -0.04
H -0.405146 -4.448070 6.762329 -0.18 -0.36 -0.53
H -1.916711 -3.474176 6.325869 0.11 -0.52 -0.22
H -0.900421 -3.067234 7.633863 0.31 0.59 0.15
H 1.633082 -3.549068 6.175662 -0.17 -0.45 -0.05
H 1.304469 -2.132638 7.073458 -0.46 0.36 0.19
H 1.753399 -2.533123 4.169434 0.33 0.54 -0.69
H 3.023187 -1.820433 5.178901 0.07 -0.11 0.34
H 1.947843 -0.130826 3.976876 -0.11 0.64 -0.27
H 2.454784 0.588693 6.125158 0.16 0.26 0.54
H 0.879512 0.044167 6.788732 -0.04 -0.31 -0.27
H 1.287261 2.089678 4.549159 -0.23 0.05 -0.15
H 0.935725 2.392853 6.273000 -0.52 0.55 -0.08
H -1.204443 3.234845 4.471443 -0.24 0.37 -0.03
H -1.430170 3.007547 6.238406 0.08 0.22 0.11
H -2.484586 2.154167 5.123160 -0.04 0.08 -0.12
C 9.430268 -2.402200 -3.452893 0.52 0.62 -0.41
O 8.359982 -2.174090 -4.330395 -1.44 -0.07 -0.66
C 8.381057 -0.919733 -5.053675 0.27 0.18 0.63
C 7.011378 -0.552750 -5.691343 0.69 -2.03 -0.17
N 5.977505 -0.688880 -4.732595 -0.71 0.50 1.79
C 4.595272 -0.797482 -5.191992 0.38 -0.11 0.73
C 3.532003 -0.878398 -4.018616 0.55 -1.13 -1.17
O 3.722854 -2.096184 -3.257755 0.86 1.00 -0.34
C 2.880449 -2.294408 -2.137637 0.08 -0.39 -0.42
H 9.509792 -1.557728 -2.768326 0.20 -0.02 0.31
H 10.363917 -2.504229 -4.006051 0.31 0.24 -0.16
H 9.355645 -3.339596 -2.901704 -0.73 0.09 -0.08
H 9.130510 -1.027799 -5.837726 0.11 0.33 -0.13
H 8.678732 -0.154378 -4.336935 0.16 0.28 0.00
H 6.926990 -1.341245 -6.439168 -0.31 -0.22 -0.75
H 6.964869 0.388599 -6.238900 0.48 0.25 0.29
H 6.245949 -1.412199 -4.080789 -0.36 -0.20 0.03
H 4.502245 -1.630317 -5.889006 -0.36 -0.51 0.05
H 4.452737 0.084232 -5.816788 -0.60 0.27 0.20
H 2.541451 -0.988726 -4.459891 -0.19 0.35 -0.30
H 3.553449 0.061930 -3.467779 0.23 -0.19 0.59
H 3.144966 -3.257097 -1.700169 0.36 0.10 0.02
H 1.848548 -2.458833 -2.447870 -0.31 0.57 -0.03
H 2.991668 -1.522838 -1.375792 -0.17 0.17 -0.07
C -1.924563 8.173932 -1.795139 0.05 -0.54 -0.87
O -1.603983 6.792144 -1.561919 -0.48 1.20 -0.22
C -2.778411 6.033467 -1.293176 0.69 -1.01 0.09
C -2.334417 4.576618 -1.244008 -0.28 0.51 -1.02
N -1.645925 4.278065 -0.052825 0.16 -1.07 1.49
C -0.974948 2.992389 -0.043657 1.13 0.34 1.12
C -0.060545 2.904560 1.174876 0.46 0.61 -0.37
O 0.699730 4.115695 1.296115 0.56 -0.17 0.41
C 1.674069 4.026351 2.352187 -1.04 0.16 -0.01
H -1.057860 8.760149 -2.100564 0.46 -0.37 0.64
H -2.447489 8.652969 -0.967383 0.05 -0.10 0.18
H -2.527643 8.245989 -2.700235 -0.60 -0.10 0.03
H -3.549851 6.054448 -2.062934 0.03 0.75 -0.32
H -3.184987 6.352620 -0.333522 -0.28 -0.03 0.10
H -1.705891 4.402200 -2.117295 0.34 0.19 -0.49
H -3.170576 3.907436 -1.446847 -0.33 -0.06 0.56
H -0.929036 4.957047 0.159647 -0.08 0.35 -0.14
H -0.289649 2.871997 -0.882687 -0.29 -0.23 -0.70
H -1.612425 2.122844 0.116400 -0.47 0.11 -0.67
H 0.648284 2.092314 1.013885 -0.18 -0.27 0.26
H -0.684654 2.705958 2.046165 0.22 0.15 0.49
H 2.291180 4.920987 2.435345 -0.08 0.05 -0.66
H 2.303319 3.140549 2.265600 0.03 -0.09 -0.08
H 1.126804 3.999964 3.294471 0.00 -0.31 0.29
C 4.481600 -3.609113 0.960296 0.46 1.08 -0.24
O 5.395182 -4.316383 1.779032 -0.24 -0.34 0.17
H 5.030105 -2.827478 0.434656 0.03 0.11 -0.39
H 3.970052 -4.211949 0.209970 -0.15 -0.23 0.26
H 3.785784 -3.036166 1.573203 -0.21 -0.52 0.17
H 6.062216 -4.684309 1.194833 0.07 -0.06 0.08
C -1.100446 -3.803147 -1.538082 -0.56 -0.67 0.54
O -1.655000 -4.810644 -2.442810 0.81 1.19 0.39
H -0.642738 -4.200806 -0.632276 0.28 -0.68 -0.22
H -0.328073 -3.187028 -1.998451 -0.32 -0.32 -0.51
H -1.850355 -3.148232 -1.094442 -0.39 0.16 -0.60
H -2.101154 -5.507586 -1.956168 0.09 0.20 0.28
C 4.502855 0.151462 3.519013 -0.37 -2.04 -0.41
O 3.324442 0.855251 3.175522 0.77 1.12 0.63
H 5.466714 0.493843 3.142376 -0.19 0.76 0.14
H 4.550551 -0.110624 4.575955 -0.06 0.69 0.15
H 4.349279 -0.815042 3.039033 0.50 -0.51 -0.05
H 3.372470 0.912300 2.218418 -0.41 0.18 -0.75
C 3.160367 2.061999 -0.689210 0.65 0.18 0.09
O 3.244598 0.941636 0.181168 0.44 0.00 -0.06
H 2.736757 1.810187 -1.661448 -0.70 0.03 0.20
H 2.682546 2.874641 -0.142023 -0.38 0.22 -0.55
H 4.156591 2.400136 -0.974326 0.27 -0.12 0.45
H 2.388646 0.507500 0.159429 -0.15 -0.22 0.04
```
Forces are in eV/Å.

Calculated values
F_max ... 2.92 eV/Å
2S+1 ... 2
Lowest unoccupied orbital energy (alpha / beta) ... 0.55 / 0.42 eV
Electronic energy ... -3810.412437 hartree

Atomic partial charges in e from the Löwdin method, atoms 1 to 4: 1.40, 0.31, -0.14, -0.15



no.,molecular weight (g/mol)
1,843.53
2,1146.29